1.
{
  "formula": "C30H30N6O2PSe3TaTe",
  "method": "ωB97M-V/def2-TZVPD",
  "max_force_ev_per_a": 5.83,
  "homo_ev": -7.4230,
  "relative_energy_kcal_mol": 154.3,
  "e_tot_ev": -258801.842,
  "total_charge": 0,
  "symbols": ["Ta", "Se", "Se", "Te", "Se", "O", "C", "O", "C", "P", "C", "C", "C", "C", "C", "C", "C", "C", "C", "C", "C", "C", "H", "H", "H", "H", "H", "H", "H", "H", "H", "H", "H", "H", "N", "C", "C", "C", "C", "C", "N", "H", "H", "H", "H", "H", "H", "C", "N", "C", "C", "C", "C", "C", "C", "C", "C", "H", "H", "H", "H", "H", "H", "H", "H", "H", "H", "H", "H", "N", "C", "N", "C", "N"],
  "positions_angstrom": [[-1.327, 0.021, 0.649], [2.873, 0.218, -1.981], [4.120, 1.131, -3.875], [4.917, -1.091, -2.966], [0.779, 0.084, -0.370], [-2.359, -0.857, 2.314], [-2.646, -1.731, 1.404], [-2.645, -1.515, 0.066], [-2.230, -3.130, 1.723], [-0.422, -2.624, 1.290], [0.688, -2.708, 2.716], [0.283, -3.026, 4.006], [1.194, -2.967, 5.052], [2.498, -2.566, 4.814], [2.905, -2.253, 3.524], [2.008, -2.331, 2.472], [0.338, -3.894, 0.241], [0.400, -5.206, 0.721], [1.236, -6.127, 0.116], [2.070, -5.728, -0.924], [2.023, -4.427, -1.396], [1.127, -3.521, -0.841], [-2.628, -3.840, 1.005], [-2.397, -3.403, 2.760], [-0.739, -3.320, 4.209], [0.875, -3.221, 6.054], [3.200, -2.499, 5.635], [3.923, -1.945, 3.323], [2.341, -2.096, 1.468], [-0.185, -5.495, 1.586], [1.277, -7.142, 0.490], [2.762, -6.436, -1.362], [2.725, -4.086, -2.147], [1.036, -2.530, -1.266], [-0.568, 1.528, -4.043], [-0.180, 2.671, -3.363], [-0.958, 3.836, -3.369], [-0.529, 4.909, -2.619], [0.648, 4.815, -1.882], [1.338, 3.620, -1.933], [0.926, 2.565, -2.635], [-1.043, 1.671, -4.919], [0.176, 0.846, -4.094], [-1.870, 3.883, -3.951], [-1.110, 5.824, -2.605], [1.012, 5.645, -1.293], [2.262, 3.463, -1.385], [-5.383, 2.402, 0.874], [-4.450, 1.854, -0.092], [-3.915, 2.859, -0.999], [-3.425, 1.027, 0.511], [-2.461, 1.777, 1.490], [-2.834, 2.020, 2.823], [-2.047, 2.871, 3.557], [-0.948, 3.497, 2.946], [-0.545, 3.169, 1.668], [-1.263, 2.247, 0.897], [-6.239, 2.811, 0.336], [-4.946, 3.198, 1.493], [-5.747, 1.609, 1.529], [-4.747, 3.357, -1.496], [-3.297, 2.381, -1.761], [-3.300, 3.615, -0.492], [-2.879, 0.684, -0.453], [-3.933, 0.178, 0.994], [-3.680, 1.495, 3.250], [-2.252, 3.048, 4.604], [-0.353, 4.189, 3.530], [0.386, 3.573, 1.283], [-0.126, 2.456, 6.316], [0.056, 1.578, 5.583], [0.219, 0.540, 4.797], [0.087, 0.469, 3.546], [-0.012, 0.260, 2.396]],
  "forces_ev_per_a": [[5.6, 1.4, 0.8], [1.3, 0.1, -1.3], [-0.1, -0.5, 0.4], [-0.3, 0.4, 0.1], [-1.0, -0.2, -0.4], [-2.0, -1.2, -2.3], [1.1, -2.0, -0.3], [-0.7, 0.6, 3.2], [0.1, 0.0, 0.1], [0.0, 0.1, -0.1], [-0.4, -0.2, 0.2], [0.0, 0.0, 0.0], [0.0, 0.0, 0.0], [0.0, 0.0, 0.0], [-0.1, 0.0, -0.1], [0.1, 0.0, 0.1], [0.0, -0.2, 0.1], [0.0, 0.0, -0.1], [0.0, 0.0, 0.0], [0.0, 0.0, 0.0], [0.0, 0.0, 0.2], [-0.2, 0.1, -0.2], [0.1, -0.1, 0.1], [0.0, -0.1, 0.0], [0.0, 0.0, 0.0], [0.0, 0.0, 0.0], [0.0, 0.0, 0.0], [0.0, 0.0, 0.1], [-0.1, 0.1, 0.0], [0.0, 0.0, 0.0], [0.0, 0.0, 0.0], [0.0, 0.0, 0.0], [-0.2, -0.1, -0.2], [0.2, 0.1, 0.2], [0.1, 0.0, 0.0], [-0.1, -0.1, 0.3], [0.0, 0.0, -0.1], [0.0, 0.0, 0.0], [0.1, 0.0, 0.0], [-0.2, -0.2, 0.0], [0.3, 0.2, -0.2], [0.0, 0.0, 0.0], [0.0, 0.0, 0.0], [0.0, 0.0, 0.0], [0.0, 0.0, 0.0], [0.0, 0.0, 0.0], [0.0, 0.1, 0.1], [0.0, 0.0, 0.0], [0.2, 0.1, -0.3], [0.0, 0.0, 0.0], [-1.0, 0.8, 0.1], [-0.3, 0.6, -0.6], [0.0, -0.1, -0.2], [-0.1, 0.1, 0.0], [0.1, 0.1, 0.0], [0.3, 0.1, -0.4], [-1.5, -1.0, 0.6], [0.0, 0.0, 0.0], [0.0, 0.0, 0.0], [0.0, 0.0, 0.0], [0.0, 0.0, 0.0], [0.0, 0.0, 0.0], [0.0, 0.0, 0.0], [-0.4, 0.3, 0.5], [0.0, 0.5, -0.2], [-0.1, 0.2, 0.1], [0.0, 0.1, 0.0], [0.0, -0.1, 0.0], [0.0, 0.0, 0.0], [0.1, 0.0, 0.0], [-0.2, 0.2, -0.2], [0.3, -0.4, 0.1], [-0.3, 0.1, 0.1], [-0.7, 0.0, -0.2]]
}


2.
{
  "formula": "C23H24N2OPd",
  "method": "ωB97M-V/def2-TZVPD",
  "max_force_ev_per_a": 1.82,
  "homo_ev": -7.3026,
  "relative_energy_kcal_mol": 34.7,
  "e_tot_ev": -32744.074,
  "total_charge": 0,
  "symbols": ["Pd", "O", "C", "C", "C", "C", "C", "C", "N", "H", "H", "H", "H", "H", "H", "H", "C", "N", "C", "C", "C", "C", "C", "C", "C", "C", "H", "H", "H", "H", "H", "H", "H", "H", "H", "H", "H", "H", "C", "C", "C", "C", "C", "C", "C", "C", "H", "H", "H", "H", "H"],
  "positions_angstrom": [[-0.602, 0.095, 0.081], [-0.625, -0.067, 2.795], [-1.290, -1.222, 3.227], [-2.069, -1.978, 2.167], [-3.007, -2.929, 2.573], [-3.654, -3.686, 1.622], [-3.349, -3.477, 0.280], [-2.418, -2.509, -0.033], [-1.796, -1.765, 0.891], [0.183, -0.309, 2.252], [-1.994, -0.910, 4.006], [-0.585, -1.927, 3.689], [-3.201, -3.070, 3.627], [-4.378, -4.433, 1.914], [-3.823, -4.046, -0.504], [-2.149, -2.314, -1.061], [0.976, 0.777, -2.544], [-0.429, 0.553, -2.189], [-0.942, -0.651, -2.848], [-1.291, 1.719, -2.503], [-2.048, 2.162, -1.310], [-2.961, 3.214, -1.385], [-3.599, 3.675, -0.247], [-3.317, 3.094, 0.985], [-2.423, 2.036, 1.067], [-1.806, 1.560, -0.082], [1.080, 0.969, -3.621], [1.559, -0.098, -2.269], [1.362, 1.622, -1.980], [-0.895, -0.557, -3.942], [-1.979, -0.810, -2.557], [-0.344, -1.513, -2.546], [-1.985, 1.469, -3.314], [-0.669, 2.540, -2.874], [-3.158, 3.680, -2.342], [-4.303, 4.492, -0.317], [-3.796, 3.463, 1.881], [-2.198, 1.581, 2.028], [1.505, -0.199, 0.471], [2.725, -0.116, 0.432], [4.164, -0.062, 0.421], [4.859, 0.210, -0.758], [6.243, 0.253, -0.770], [6.959, 0.028, 0.397], [6.278, -0.245, 1.576], [4.895, -0.288, 1.590], [4.301, 0.390, -1.667], [6.766, 0.460, -1.694], [8.039, 0.065, 0.389], [6.829, -0.429, 2.489], [4.361, -0.497, 2.506]],
  "forces_ev_per_a": [[1.4, 0.7, -1.0], [0.8, -0.2, -0.7], [0.0, 0.0, 0.2], [0.0, -0.1, 0.2], [0.1, 0.0, 0.0], [0.0, 0.0, -0.1], [0.1, 0.0, 0.1], [-0.1, -0.1, 0.1], [-0.2, 0.3, -0.1], [-0.7, 0.3, 0.6], [0.1, -0.1, 0.0], [-0.1, 0.0, 0.0], [0.0, 0.0, 0.1], [0.0, 0.0, 0.0], [0.0, -0.1, 0.0], [0.0, 0.0, 0.0], [0.0, 0.0, -0.2], [-0.1, -0.2, 0.7], [0.1, -0.1, 0.0], [0.1, 0.0, -0.4], [-0.3, 0.4, 0.2], [0.2, 0.0, 0.1], [0.0, 0.0, 0.1], [0.1, 0.1, -0.1], [-0.2, 0.1, 0.2], [-1.1, -0.5, 0.2], [0.0, 0.0, 0.0], [0.0, 0.0, 0.0], [0.0, 0.0, 0.0], [0.0, 0.0, 0.0], [0.0, 0.0, 0.0], [0.0, 0.0, 0.0], [0.2, -0.1, -0.1], [0.0, -0.1, 0.0], [0.0, 0.0, -0.1], [-0.1, 0.0, 0.0], [0.0, 0.0, 0.1], [-0.1, 0.0, -0.1], [0.2, -0.6, 0.0], [0.0, -0.1, 0.2], [-0.3, 0.0, 0.0], [0.0, 0.0, -0.1], [0.0, 0.0, 0.0], [0.0, 0.0, 0.0], [0.0, 0.0, 0.0], [0.0, 0.0, 0.0], [0.0, 0.0, 0.0], [0.0, 0.0, 0.0], [0.1, 0.0, 0.0], [0.0, 0.0, 0.0], [0.0, 0.0, 0.0]]
}


3.
{
  "formula": "C2H5ClS",
  "method": "ωB97M-V/def2-TZVPD",
  "max_force_ev_per_a": 5.24,
  "homo_ev": -9.0126,
  "relative_energy_kcal_mol": 45.0,
  "e_tot_ev": -25510.305,
  "total_charge": 0,
  "symbols": ["C", "C", "S", "Cl", "H", "H", "H", "H", "H"],
  "positions_angstrom": [[-0.425, -1.211, 0.431], [0.259, 1.114, -0.456], [-0.109, -0.499, -1.135], [1.918, 1.183, 0.270], [-1.432, -1.038, 0.940], [0.311, -0.713, 1.076], [-0.304, -2.326, 0.290], [-0.533, 1.286, 0.221], [0.314, 2.204, -1.636]],
  "forces_ev_per_a": [[-1.0, -1.3, 1.6], [1.6, 2.2, -4.5], [-0.1, 0.9, -1.3], [-0.8, 0.2, 0.0], [1.0, 0.0, -1.1], [0.1, -1.1, 0.3], [0.2, 1.3, 0.6], [-0.4, 1.1, 0.9], [-0.4, -3.3, 3.6]]
}


4.
{
  "formula": "C4H12N2O",
  "method": "ωB97M-V/def2-TZVPD",
  "max_force_ev_per_a": 2.71,
  "homo_ev": -9.4809,
  "relative_energy_kcal_mol": 45.6,
  "e_tot_ev": -9369.218,
  "smiles": "NC(N)C=O.CC",
  "total_charge": 0,
  "symbols": ["C", "N", "N", "C", "O", "H", "H", "H", "H", "H", "H", "C", "C", "H", "H", "H", "H", "H", "H"],
  "positions_angstrom": [[-1.675, -0.162, -0.129], [-2.420, 0.400, 0.967], [-2.554, -0.107, -1.266], [-0.387, 0.766, -0.448], [-0.237, 1.861, 0.091], [-1.381, -1.194, 0.081], [-2.292, 1.416, 0.942], [-1.977, 0.123, 1.843], [-2.809, 0.865, -1.427], [-3.430, -0.541, -0.973], [0.091, 0.505, -1.406], [1.882, -0.497, 0.775], [2.899, -0.476, -0.345], [2.798, -1.361, -0.980], [1.952, 0.406, 1.386], [2.056, -1.341, 1.448], [0.807, -0.623, 0.351], [3.917, -0.452, 0.056], [2.759, 0.412, -0.968]],
  "forces_ev_per_a": [[0.5, 1.5, 0.4], [0.6, 0.0, 1.5], [0.1, -0.2, -1.2], [-2.2, 1.6, -0.2], [-0.1, -2.3, -0.8], [0.0, 0.1, -0.1], [-0.1, -0.3, 0.0], [-0.2, 0.1, 0.1], [0.1, -0.1, -0.1], [0.3, 0.0, -0.1], [0.5, 0.0, 0.2], [-1.3, -0.5, -0.2], [0.0, 0.0, -0.2], [0.1, 0.1, 0.0], [-0.3, 0.0, -0.2], [-0.1, 0.0, -0.1], [2.0, 0.1, 1.0], [-0.1, 0.0, -0.1], [0.1, -0.1, 0.0]]
}


5.
{
  "formula": "C21H23BrN5O3PdS",
  "method": "ωB97M-V/def2-TZVPD",
  "max_force_ev_per_a": 0.55,
  "homo_ev": [-10.5949, -10.5960],
  "relative_energy_kcal_mol": 7.1,
  "spin_multiplicity": 3,
  "e_tot_ev": -120094.804,
  "total_charge": 1,
  "s2": 2.006,
  "symbols": ["Pd", "O", "S", "N", "Br", "C", "C", "C", "C", "C", "N", "H", "H", "H", "H", "C", "C", "C", "O", "H", "H", "H", "H", "H", "H", "C", "C", "C", "C", "C", "N", "C", "O", "N", "C", "C", "C", "C", "N", "C", "C", "C", "H", "H", "H", "H", "H", "H", "H", "H", "H", "H", "H", "H", "H"],
  "positions_angstrom": [[-0.015, -0.744, -0.307], [0.225, -2.852, 2.074], [0.928, -1.632, 2.489], [1.008, -0.529, 1.490], [-2.206, 1.324, 0.215], [-2.939, -0.425, 0.247], [-4.270, -0.642, 0.521], [-4.709, -1.957, 0.541], [-3.814, -2.987, 0.295], [-2.494, -2.670, 0.033], [-2.072, -1.401, -0.002], [-4.934, 0.186, 0.716], [-5.747, -2.173, 0.753], [-4.128, -4.021, 0.315], [-1.739, -3.424, -0.146], [2.792, 2.602, -1.550], [2.463, 1.239, -1.032], [3.469, 0.553, -0.167], [1.384, 0.724, -1.303], [3.672, 2.547, -2.195], [3.061, 3.248, -0.710], [1.957, 3.024, -2.102], [4.485, 0.790, -0.480], [3.301, -0.521, -0.156], [3.323, 0.919, 0.852], [1.933, 4.698, -6.848], [1.911, 3.260, -6.392], [2.783, 2.797, -5.416], [2.781, 1.466, -5.030], [1.901, 0.563, -5.609], [1.939, -0.772, -5.131], [1.390, -1.877, -5.711], [0.848, -1.922, -6.786], [1.556, -3.050, -4.943], [1.503, -3.197, -3.557], [1.975, -4.367, -2.963], [1.885, -4.528, -1.598], [1.332, -3.521, -0.824], [0.876, -2.402, -1.390], [0.950, -2.236, -2.717], [1.020, 1.004, -6.586], [1.036, 2.341, -6.960], [2.423, 5.340, -6.118], [0.924, 5.075, -7.012], [2.474, 4.794, -7.791], [3.486, 3.485, -4.959], [3.484, 1.115, -4.280], [2.599, -0.939, -4.388], [1.408, -3.882, -5.493], [2.414, -5.139, -3.585], [2.245, -5.430, -1.122], [1.220, -3.604, 0.248], [0.550, -1.316, -3.123], [0.340, 0.311, -7.056], [0.344, 2.672, -7.725]],
  "forces_ev_per_a": [[0.2, 0.4, -0.3], [0.0, -0.1, 0.2], [-0.1, -0.1, -0.2], [0.0, 0.1, 0.2], [0.0, -0.2, 0.0], [0.2, 0.0, -0.1], [-0.2, 0.0, 0.0], [0.0, 0.0, 0.0], [0.1, 0.0, 0.0], [-0.1, 0.0, 0.0], [0.1, -0.1, 0.2], [0.0, 0.0, 0.0], [0.0, 0.0, 0.0], [0.0, 0.0, 0.0], [0.0, 0.0, 0.0], [0.0, 0.0, 0.0], [0.0, 0.0, 0.0], [0.0, -0.1, 0.0], [-0.1, 0.0, 0.0], [0.0, 0.0, 0.0], [0.0, 0.0, 0.0], [0.0, 0.0, 0.0], [0.0, 0.0, 0.0], [0.0, 0.0, 0.0], [0.0, 0.0, 0.0], [0.0, -0.1, 0.0], [0.0, 0.1, -0.1], [0.1, 0.0, 0.1], [0.1, 0.0, 0.1], [0.0, -0.1, 0.0], [0.0, 0.1, 0.1], [0.1, -0.1, 0.0], [0.0, 0.0, 0.0], [0.0, 0.0, 0.0], [0.0, 0.0, -0.1], [0.1, -0.1, -0.1], [0.0, -0.1, 0.1], [-0.1, 0.0, -0.1], [0.0, 0.0, -0.1], [0.0, 0.0, 0.1], [-0.1, 0.1, -0.1], [0.0, -0.1, 0.0], [0.0, 0.0, 0.0], [0.0, 0.0, 0.0], [0.0, 0.0, 0.0], [0.0, 0.0, 0.0], [0.0, 0.0, 0.0], [0.0, 0.0, 0.0], [0.0, 0.0, 0.0], [0.0, 0.0, 0.0], [0.0, 0.0, 0.0], [0.0, 0.0, 0.0], [0.0, 0.0, 0.0], [0.0, 0.0, 0.0], [0.0, 0.0, 0.0]]
}